1.
130
Properties=species:S:1:pos:R:3:forces:R:3 method="wB97M-V/def2-TZVPD" smiles="C[C@@H](C[PH]#[PH]P(=O)(O)O)OCc1ccccc1.CCCC#N.CCCC#N.CCCC#N.CCCC#N.CCCC#N.CCCC#N.CCCC#N.CCCC#N" charge=0 total_energy_ha=-3407.00695 e_above_lowest_ev=7.105 e_lumo_ha=0.0131
C 6.1869 3.7358 -1.9189 -1.5 0.1 -0.4
C 5.4161 3.0269 -3.1718 1.2 -0.9 1.4
C 6.2219 1.6534 -3.5404 -0.6 0.8 -1.5
P 6.0374 0.2834 -2.2491 0.7 0.0 1.1
P 5.6976 -1.5730 -3.4001 0.6 0.2 -1.5
P 4.5167 -2.9725 -2.2343 -0.3 -2.7 2.2
O 5.4314 -3.9586 -1.4958 -2.1 2.5 -1.9
O 3.4674 -3.7641 -3.3590 0.7 1.7 2.8
O 3.5846 -2.1284 -1.0749 1.5 -0.9 -2.1
O 4.1203 2.6220 -2.6467 0.2 1.2 -1.8
C 3.1391 2.4364 -3.7023 -1.6 -1.2 1.0
C 1.6937 2.3027 -2.9602 -1.9 -0.5 1.4
C 0.5510 3.3337 -3.1242 -0.4 -3.2 2.6
C -0.7878 3.1217 -2.3202 3.2 -2.8 0.7
C -0.9150 1.8874 -1.3831 2.5 0.4 -1.5
C 0.2158 0.8369 -1.2041 1.3 3.2 -2.7
C 1.5362 1.0454 -2.0053 -3.2 2.6 -0.1
H 6.7569 2.9377 -1.3363 -0.6 1.3 -0.7
H 6.8244 4.6266 -2.2372 -0.6 -1.5 0.4
H 5.3361 4.1570 -1.2577 1.5 -0.7 -0.9
H 5.3404 3.7307 -4.0837 0.0 -1.2 1.4
H 5.8224 1.2483 -4.5475 0.8 0.7 1.4
H 7.3522 1.8674 -3.6374 -1.8 -0.4 0.1
H 4.8782 0.4570 -1.4221 -0.1 0.3 -1.0
H 4.9382 -1.1811 -4.5694 -0.3 -0.2 0.9
H 2.6922 -4.1180 -2.8547 0.8 0.2 -0.6
H 4.2540 -1.7686 -0.4324 -0.7 -0.5 -0.2
H 3.3215 1.3958 -4.1814 -0.2 1.8 0.3
H 3.1624 3.2920 -4.4584 -0.1 -1.2 1.0
H 0.6702 4.2438 -3.7963 -0.2 -1.5 1.0
H -1.6404 3.8702 -2.3830 1.4 -1.2 -0.1
H -1.8727 1.7206 -0.7824 1.5 0.4 -1.1
H 0.1421 -0.0631 -0.4942 -0.2 1.9 -1.4
H 2.3809 0.2886 -1.8540 -1.2 1.3 -0.5
C -1.0523 -5.1974 0.3256 0.0 -0.1 0.0
C -0.0541 -4.6115 -0.6667 -0.4 -0.2 0.0
C 0.6546 -3.3628 -0.1348 -0.7 0.3 0.0
C -0.3537 -2.2921 0.1564 -1.7 2.0 0.8
N -1.1523 -1.4481 0.3806 2.7 -2.9 -0.5
H -1.8609 -4.4953 0.5466 0.1 0.0 0.0
H -1.5100 -6.0995 -0.0851 0.1 0.1 0.1
H -0.5601 -5.4631 1.2660 -0.1 0.0 -0.1
H -0.5795 -4.3711 -1.5976 0.1 0.0 0.0
H 0.6955 -5.3720 -0.9072 0.0 0.1 0.0
H 1.3646 -2.9902 -0.8726 0.0 0.3 0.1
H 1.2073 -3.5936 0.7806 -0.1 0.1 0.0
C 3.6334 2.2174 3.0008 0.0 0.0 0.1
C 2.8760 2.0042 1.6943 0.3 0.3 0.2
C 2.3844 0.5666 1.5198 0.8 -0.3 0.0
C 3.5505 -0.3771 1.5055 2.0 -1.9 0.0
N 4.4758 -1.1152 1.4872 -3.0 2.5 0.0
H 4.5406 1.6085 3.0448 -0.1 0.0 0.0
H 3.9393 3.2621 3.0959 -0.1 -0.1 0.0
H 3.0075 1.9663 3.8625 0.1 0.1 0.0
H 3.5280 2.2780 0.8580 -0.2 -0.1 -0.1
H 2.0179 2.6797 1.6679 0.1 -0.2 -0.1
H 1.8391 0.4693 0.5803 0.2 -0.1 0.1
H 1.7090 0.2893 2.3348 0.1 -0.1 0.0
C -2.4897 2.3169 3.4506 -0.1 0.0 0.0
C -2.0115 3.0564 2.2055 -0.2 -0.1 0.2
C -0.4892 3.0363 2.0478 0.0 0.6 0.8
C 0.1554 3.7066 3.2352 1.4 1.2 2.1
N 0.6557 4.2352 4.1686 -1.7 -1.7 -3.1
H -2.1114 2.7810 4.3655 0.1 0.0 -0.1
H -3.5812 2.3333 3.5061 0.1 -0.1 0.0
H -2.1653 1.2719 3.4348 0.0 0.1 0.0
H -2.3649 4.0905 2.2500 0.1 -0.1 -0.1
H -2.4680 2.5985 1.3235 0.1 0.1 0.0
H -0.1989 3.5658 1.1363 0.1 -0.1 0.1
H -0.1236 2.0083 1.9732 0.0 0.1 0.1
C -3.7527 -2.4707 -0.9306 -0.1 0.1 -0.1
C -4.4800 -2.6360 -2.2609 0.2 0.2 0.2
C -5.0468 -4.0444 -2.4595 0.8 -0.3 -0.1
C -3.9327 -5.0533 -2.4403 1.9 -2.2 0.0
N -3.0551 -5.8472 -2.4256 -2.9 2.7 0.0
H -2.8840 -3.1290 -0.8618 -0.1 0.0 0.0
H -3.3917 -1.4464 -0.8202 0.0 -0.2 0.0
H -4.4187 -2.6898 -0.0900 0.1 0.0 0.0
H -3.7884 -2.3966 -3.0752 -0.1 -0.1 0.0
H -5.2987 -1.9120 -2.3111 0.0 -0.1 -0.1
H -5.5686 -4.1082 -3.4179 0.1 -0.2 0.1
H -5.7614 -4.2859 -1.6677 0.1 -0.1 0.0
C -4.6540 -10.2013 0.6394 -0.1 0.0 0.0
C -4.0939 -9.4778 -0.5809 -0.3 0.0 0.2
C -2.5728 -9.5958 -0.6971 0.1 0.5 0.7
C -1.9191 -8.9887 0.5120 1.5 1.1 2.2
N -1.4064 -8.5080 1.4637 -1.8 -1.6 -3.2
H -4.2725 -9.7751 1.5709 0.0 0.0 -0.1
H -5.7432 -10.1146 0.6655 0.1 -0.1 0.0
H -4.3975 -11.2650 0.6167 0.0 0.1 0.0
H -4.3807 -8.4225 -0.5304 0.1 -0.1 -0.1
H -4.5537 -9.8931 -1.4826 0.1 0.1 0.0
H -2.2227 -9.0742 -1.5915 0.1 0.0 0.2
H -2.2735 -10.6446 -0.7770 0.1 0.1 0.1
C -6.1949 7.4777 3.0439 -0.1 0.0 0.0
C -4.9847 6.8136 3.6924 -0.4 0.1 0.1
C -3.8243 6.6072 2.7161 -0.4 -0.6 -0.4
C -4.2598 5.7186 1.5848 -0.7 -1.6 -2.4
N -4.6106 5.0252 0.6911 1.2 2.4 3.1
H -6.6136 6.8603 2.2448 0.1 0.0 0.0
H -6.9851 7.6309 3.7829 0.1 0.0 -0.1
H -5.9288 8.4523 2.6230 0.0 -0.1 0.0
H -5.2915 5.8503 4.1125 0.2 0.1 0.0
H -4.6430 7.4337 4.5261 0.1 -0.1 -0.1
H -2.9786 6.1420 3.2299 0.0 0.0 -0.2
H -3.4886 7.5654 2.3098 0.0 -0.1 -0.1
C 6.0272 -4.4133 5.5422 0.1 0.0 0.1
C 6.1383 -4.9909 4.1350 0.1 -0.1 0.3
C 5.2692 -4.2495 3.1166 -0.7 -0.3 0.4
C 3.8234 -4.3398 3.5157 -2.8 0.0 0.5
N 2.6845 -4.4110 3.8302 3.8 0.2 -1.0
H 5.0102 -4.4986 5.9337 0.0 0.0 -0.1
H 6.6848 -4.9540 6.2276 0.0 0.1 0.0
H 6.3145 -3.3575 5.5563 0.0 -0.1 0.0
H 5.8566 -6.0486 4.1627 0.0 0.1 -0.1
H 7.1828 -4.9447 3.8131 -0.1 0.0 -0.1
H 5.3938 -4.6909 2.1242 -0.2 0.1 0.0
H 5.5590 -3.1968 3.0577 -0.2 -0.1 0.0
C -3.3329 8.6385 -3.0894 0.0 0.1 0.0
C -4.5053 7.7740 -2.6372 0.1 0.3 -0.2
C -4.0736 6.3825 -2.1684 0.2 -0.2 -0.9
C -3.3968 5.6525 -3.2947 1.3 -1.6 -2.0
N -2.8635 5.0772 -4.1818 -1.8 2.0 3.0
H -2.8207 8.2039 -3.9516 0.0 0.0 0.1
H -3.6844 9.6296 -3.3869 0.1 -0.1 0.1
H -2.6040 8.7637 -2.2826 0.0 0.0 -0.1
H -5.2175 7.6823 -3.4635 0.0 -0.1 0.1
H -5.0256 8.2804 -1.8187 0.0 -0.2 0.0
H -4.9443 5.8086 -1.8434 0.2 -0.1 0.0
H -3.3837 6.4582 -1.3239 0.0 -0.1 -0.1

=====

2.
130
Properties=species:S:1:pos:R:3:forces:R:3 method="wB97M-V/def2-TZVPD" charge=+1 total_energy_ha=-3446.08333 e_lumo_ha=-0.1474
C 7.4744 -0.0339 0.6423 0.5 -0.4 0.9
C 6.8926 -1.5566 0.8143 0.4 0.0 -0.1
C 5.8824 -2.0558 -0.3765 -0.8 -0.7 1.6
Cl 6.3842 -1.5367 -2.0874 -0.7 -0.3 1.8
C 4.3658 -1.5764 0.0313 -2.7 1.4 0.7
N 4.0878 -0.2996 0.8126 -4.2 -3.1 -1.7
C 2.6103 -0.0512 1.0225 0.9 -6.1 -3.4
C 1.9508 -1.3747 0.3121 3.3 2.5 1.5
P 0.0426 -1.4874 0.3334 -0.9 2.0 -0.4
S -0.6576 0.3007 -0.1188 0.7 -0.6 0.2
N 3.0216 -2.2690 -0.2742 2.0 5.9 3.3
H 8.3763 -0.0502 -0.1223 -2.0 0.3 1.7
H 6.6858 0.7699 0.3235 1.4 -1.7 0.4
H 7.8747 0.2929 1.7176 -0.7 -0.7 -2.5
H 6.3376 -1.6933 1.8568 1.1 0.2 -2.3
H 7.8290 -2.2829 0.7952 -2.1 1.5 0.1
H 5.8862 -3.2293 -0.3623 -0.2 2.3 -0.2
H 4.7244 0.4252 1.2104 0.0 -1.4 -0.8
H 2.0634 0.8417 1.5478 1.4 -1.7 -1.1
H -0.4441 -2.4273 -0.6439 0.8 -0.1 0.9
H -0.5028 -1.7860 1.6538 1.0 -0.6 -0.9
H 2.8528 -3.1618 -0.7977 0.5 1.4 0.7
C -4.8150 -1.2122 2.9347 0.0 0.1 0.1
C -5.1546 -2.6227 2.4638 -0.3 0.4 0.1
C -3.9545 -3.3527 1.8575 0.0 0.6 -0.9
C -3.4465 -2.5876 0.6464 3.0 3.9 -6.7
N -3.0249 -1.9528 -0.3583 -3.3 -5.1 7.8
H -4.4954 -0.5748 2.1042 0.0 -0.1 0.1
H -5.6936 -0.7404 3.3860 0.2 -0.1 0.0
H -4.0150 -1.2305 3.6836 -0.1 0.0 -0.1
H -5.9658 -2.5651 1.7278 0.1 -0.1 0.1
H -5.5324 -3.2002 3.3148 0.1 -0.1 -0.2
H -4.2458 -4.3622 1.5487 0.2 0.1 -0.1
H -3.1471 -3.4421 2.5923 0.0 0.1 -0.2
C -0.4674 5.5934 0.3977 -0.1 0.0 0.1
C 0.4604 5.0981 -0.7072 -0.1 0.5 0.2
C 0.8376 3.6236 -0.5510 0.5 0.2 0.9
C 1.5634 3.4164 0.7683 3.9 -1.5 7.1
N 2.1655 3.2443 1.8628 -4.6 1.2 -8.5
H 0.0079 5.5331 1.3818 -0.1 0.0 -0.1
H -0.7327 6.6419 0.2294 0.0 -0.2 0.0
H -1.3931 5.0072 0.4248 0.1 0.1 0.0
H 1.3670 5.7156 -0.7122 -0.1 -0.2 -0.2
H -0.0319 5.2412 -1.6754 0.2 -0.1 0.2
H 1.4911 3.3140 -1.3734 0.0 -0.1 0.3
H -0.0578 2.9930 -0.5729 0.2 0.0 0.2
C 3.2369 0.6086 4.7526 0.0 0.2 0.0
C 3.0738 -0.3969 5.8879 0.2 0.3 0.0
C 2.2258 -1.6076 5.4933 -1.0 0.6 -0.1
C 0.8313 -1.1506 5.0973 -7.9 2.2 -2.3
N -0.3257 -0.7715 4.7687 9.2 -3.0 2.5
H 2.2753 1.0332 4.4474 0.1 -0.1 0.0
H 3.8726 1.4410 5.0706 -0.1 -0.1 -0.1
H 3.7009 0.1401 3.8772 0.0 0.0 0.1
H 2.6204 0.1104 6.7484 0.0 -0.2 -0.1
H 4.0650 -0.7413 6.2028 -0.2 -0.1 0.0
H 2.1504 -2.3038 6.3351 -0.2 0.1 -0.2
H 2.6831 -2.1400 4.6522 -0.2 0.1 0.0
C 4.1069 -4.9692 2.0824 -0.1 0.0 0.0
C 5.4985 -5.5658 2.2673 -0.2 0.1 -0.3
C 5.9581 -5.5629 3.7266 0.1 1.1 0.2
C 6.0116 -4.1351 4.2451 0.4 7.8 3.2
N 6.0559 -2.9506 4.6754 -0.5 -9.3 -3.6
H 4.0759 -3.9161 2.3791 0.0 -0.1 0.1
H 3.8091 -5.0186 1.0303 0.0 -0.1 0.1
H 3.3637 -5.5165 2.6735 0.1 0.1 -0.1
H 6.2105 -5.0024 1.6518 0.0 -0.1 0.1
H 5.4959 -6.5961 1.8948 0.1 0.1 0.1
H 6.9534 -6.0123 3.8078 -0.1 0.2 0.1
H 5.2702 -6.1466 4.3478 0.1 0.2 0.0
C -0.6931 4.5879 -6.1805 -0.1 0.0 0.0
C 0.6985 3.9913 -5.9956 -0.2 0.3 -0.2
C 1.1581 3.9943 -4.5363 0.0 1.1 0.1
C 1.2116 5.4220 -4.0178 0.5 7.9 3.1
N 1.2559 6.6066 -3.5875 -0.3 -9.4 -3.5
H -0.7241 5.6411 -5.8838 0.0 -0.1 0.0
H -0.9909 4.5386 -7.2326 0.0 0.0 0.1
H -1.4363 4.0407 -5.5894 0.0 0.1 -0.1
H 1.4105 4.5548 -6.6110 -0.2 -0.3 0.4
H 0.6959 2.9610 -6.3680 0.1 0.1 0.1
H 2.1534 3.5448 -4.4551 -0.1 0.2 0.1
H 0.4702 3.4106 -3.9150 0.0 0.2 0.1
C -0.4674 7.0258 -9.9569 -0.1 0.1 0.0
C 0.4604 6.5305 -11.0618 -0.1 0.4 0.1
C 0.8376 5.0561 -10.9056 0.6 0.1 0.9
C 1.5634 4.8488 -9.5863 4.1 -1.5 7.3
N 2.1655 4.6767 -8.4917 -4.6 1.5 -9.2
H 0.0079 6.9655 -8.9727 0.0 -0.1 -0.1
H -0.7327 8.0743 -10.1252 0.0 -0.2 0.0
H -1.3931 6.4396 -9.9298 0.1 0.1 0.0
H 1.3670 7.1480 -11.0668 -0.1 -0.2 -0.1
H -0.0319 6.6736 -12.0300 0.1 -0.1 0.1
H 1.4911 4.7464 -11.7279 0.0 -0.1 0.3
H -0.0578 4.4254 -10.9275 0.2 0.0 0.2
C 6.7973 4.2520 3.4951 0.0 0.0 0.1
C 6.6878 4.7459 2.0561 0.0 0.3 0.4
C 6.8563 3.6255 1.0280 1.2 -0.1 0.2
C 8.2294 2.9917 1.1797 7.7 -3.6 0.6
N 9.3687 2.4658 1.3055 -9.1 4.3 -1.0
H 7.7863 3.8323 3.7043 -0.1 0.0 -0.1
H 6.6421 5.0802 4.1939 0.0 -0.2 -0.1
H 6.0446 3.4834 3.7044 0.1 0.1 0.0
H 7.4454 5.5214 1.8888 -0.1 -0.2 -0.1
H 5.7087 5.2167 1.9154 0.1 -0.1 -0.1
H 6.7559 4.0276 0.0144 0.2 -0.2 0.1
H 6.0875 2.8576 1.1663 0.2 0.0 0.0
C -8.5674 -4.8545 0.1736 -0.1 0.2 0.0
C -7.6396 -5.3497 -0.9313 -0.1 0.4 0.1
C -7.2624 -6.8242 -0.7751 0.6 0.1 0.9
C -6.5366 -7.0315 0.5442 4.1 -1.5 7.3
N -5.9345 -7.2036 1.6388 -4.7 1.5 -8.7
H -8.0921 -4.9147 1.1578 0.0 -0.1 -0.1
H -8.8327 -3.8060 0.0053 0.0 -0.2 0.0
H -9.4931 -5.4406 0.2007 0.1 0.1 0.0
H -6.7330 -4.7323 -0.9363 -0.1 -0.2 -0.1
H -8.1319 -5.2067 -1.8995 0.1 -0.1 0.1
H -6.6089 -7.1339 -1.5974 0.0 -0.1 0.3
H -8.1578 -7.4548 -0.7970 0.2 0.0 0.2
C -13.0420 -3.6280 2.3441 -0.1 0.0 -0.1
C -11.7652 -4.1670 2.9813 -0.3 -0.2 -0.3
C -10.9769 -3.0935 3.7343 0.3 0.6 -0.9
C -10.5654 -1.9901 2.7734 2.5 6.3 -5.1
N -10.2239 -1.0745 1.9763 -2.7 -7.3 6.3
H -12.8262 -2.8645 1.5900 0.0 0.0 0.1
H -13.5861 -4.4345 1.8425 0.0 0.1 0.1
H -13.7029 -3.1893 3.1004 0.1 0.0 -0.1
H -11.1373 -4.6090 2.1980 0.0 0.1 0.2
H -12.0274 -4.9723 3.6763 0.2 0.1 0.0
H -10.0797 -3.5322 4.1835 0.0 0.3 -0.1
H -11.5838 -2.6636 4.5385 0.1 0.1 -0.2

=====

no.,HOMO-LUMO gap (eV)
1,8.95
2,7.01